1.
A cluster of 15 separate species, C2H34O14S2 in total, computed with wB97M-V/def2-TZVPD.

Structure (XYZ):
```
52
Properties=species:S:1:pos:R:3:mulliken_spin:R:1
C 0.987 -0.568 3.962 0.0202
S 0.166 -2.139 3.619 0.0028
S -1.780 -1.996 3.962 0.0041
C -2.618 -2.915 2.690 0.0043
H 0.224 0.207 3.990 -0.0117
H 1.536 -0.750 4.864 -0.0018
H 1.626 -0.180 3.146 0.0051
H -3.095 -2.390 1.858 0.0047
H -1.927 -3.598 2.201 0.0022
H -3.387 -3.549 3.072 -0.0021
H -2.569 2.077 -0.011 -0.0231
H -3.074 2.190 -1.527 -0.0250
O -3.302 1.899 -0.622 0.1534
H -2.278 2.413 -4.735 0.0164
H -1.228 2.962 -3.654 0.0624
O -2.112 2.564 -3.807 0.0323
H 3.909 0.494 1.881 0.0057
H 3.435 1.924 1.994 -0.0188
O 3.342 1.094 2.497 0.1106
H 0.846 -3.988 -2.092 -0.0065
H 1.637 -2.621 -2.243 -0.0142
O 1.424 -3.329 -1.629 0.0568
H -5.021 0.349 3.122 -0.0018
H -5.395 0.625 1.722 -0.0016
O -4.941 1.027 2.457 0.0119
H -0.560 -0.482 -4.627 -0.0201
H 0.217 -0.231 -3.203 0.0264
O -0.211 -0.894 -3.829 0.1094
H 0.104 1.743 -1.848 0.2965
H 0.261 3.191 -2.141 -0.1013
O 0.740 2.363 -2.307 -0.1486
H 0.040 -3.358 -0.195 -0.0021
H -1.566 -3.549 -0.201 -0.0037
O -0.721 -3.967 -0.066 0.0216
H 4.439 0.389 -2.920 -0.0637
H 3.290 0.272 -3.979 -0.0519
O 3.765 -0.181 -3.282 0.2408
H 3.963 -2.075 -0.345 -0.0063
H 3.842 -3.444 0.285 -0.0015
O 4.476 -2.861 -0.129 0.0232
H 3.343 2.565 -0.950 0.0535
H 4.204 3.602 -0.146 -0.0384
O 3.728 2.765 -0.064 0.0399
H -5.208 -0.654 -0.208 -0.0031
H -3.981 0.224 0.007 0.0013
O -4.449 -0.556 0.379 0.0226
H 0.252 0.880 1.540 -0.0801
H 0.451 -0.649 1.029 -0.0303
O 0.133 0.270 0.811 0.3869
H 1.370 4.361 0.572 0.0386
H 0.995 4.382 -0.876 -0.0575
O 0.675 4.095 -0.024 -0.0381
```

Its expectation value of S² is 0.75. The spin multiplicity is 2. Its total charge is -1. The value obtained for the energy is -1946.25929 Ha. The frontier orbital gap (spin up / spin down) is 0.1023 / 0.2961 Eh.

***

2.
A structure of composition C10H8CrN2O5, computed with wB97M-V/def2-TZVPD.

Structure (XYZ):
```
26
Properties=species:S:1:pos:R:3:mulliken_spin:R:1
O 0.129 4.929 -1.244 -0.0003
C -0.267 3.874 -1.677 0.0049
Cr -0.176 -0.913 -1.954 3.9655
O -0.403 -0.010 -4.922 0.1428
C -0.328 -0.261 -3.760 -0.1556
C -0.124 -2.724 -1.706 -0.2127
O -0.086 -3.739 -1.144 0.1934
C -1.984 -0.288 -2.458 -0.0926
O -3.137 -0.004 -2.612 0.1307
C 1.684 -0.225 -1.941 -0.1024
O 2.854 -0.048 -1.943 0.0832
C 2.197 0.029 2.993 -0.0002
C 1.117 0.008 1.980 0.0423
C -0.247 -0.008 2.201 0.0229
C -0.879 -0.127 0.976 0.0331
N 0.063 -0.298 -0.024 -0.0659
N 1.306 -0.124 0.629 0.0111
C -2.345 -0.061 0.830 0.0114
H 2.080 0.915 3.649 0.0028
H 2.087 -0.863 3.646 0.0022
H 3.228 0.029 2.571 0.0000
H -0.722 0.049 3.173 0.0006
H 2.216 -0.022 0.221 -0.0011
H -2.797 -0.921 1.364 0.0016
H -2.710 0.855 1.337 0.0009
H -2.754 -0.053 -0.183 -0.0186
```

Its expectation value of S² is 6.04. The spin multiplicity is 5. Its total charge is +2. The value obtained for the energy is -1915.27613 Ha. The frontier orbital gap (spin up / spin down) is 0.2731 / 0.2201 Eh. The calculation puts the relative energy (zero: lowest compared OMol25 entry of this formula, charge and spin) at 19.22 kcal per mole.

***

3.
A structure of composition C25H34BCl3N8PtSi, computed with wB97M-V/def2-TZVPD.

Structure (XYZ):
```
73
Properties=species:S:1:pos:R:3:mulliken_charge:R:1
Pt -0.832 0.112 -0.503 2.3631
C 2.888 -1.740 -0.130 -1.0055
C 3.031 -1.844 1.385 1.0082
C 4.124 -0.912 1.916 -1.5223
C 1.713 -1.676 2.093 -0.1836
C 1.416 -1.939 3.450 -1.3630
C 0.048 -1.833 3.524 -0.6335
N -0.422 -1.489 2.304 0.4673
N 0.608 -1.394 1.428 0.2313
B -1.850 -1.746 1.758 -0.5945
N -2.660 -0.448 1.468 0.9219
C -3.382 0.284 2.311 -0.7229
C -4.048 1.260 1.584 -0.9212
C -3.690 1.033 0.257 -0.3511
N -2.838 -0.011 0.191 -0.6343
C -4.341 1.597 -0.980 1.2331
C -3.462 1.569 -2.231 -1.3807
C -4.910 2.991 -0.729 -1.4421
N -1.727 -2.557 0.442 0.4338
C -2.135 -3.820 0.290 -0.4930
C -1.776 -4.247 -0.960 -1.1933
C -1.125 -3.155 -1.556 -0.3189
N -1.119 -2.117 -0.708 -0.1966
C -0.508 -3.242 -2.930 0.8908
C 0.229 -1.997 -3.374 -1.2625
C 0.426 -4.457 -2.983 -1.3005
H 3.865 -1.853 -0.606 0.4954
H 2.473 -0.772 -0.422 -0.0769
H 2.224 -2.515 -0.513 0.0574
H 3.343 -2.869 1.617 0.5058
H 4.025 0.088 1.485 0.2031
H 5.111 -1.285 1.642 0.4656
H 4.086 -0.824 3.004 0.3462
H 2.097 -2.214 4.239 0.5090
H -0.628 -1.998 4.347 0.4908
H -2.469 -2.377 2.576 -0.2093
H -3.394 0.061 3.366 0.5199
H -4.747 1.984 1.961 0.4246
H -5.184 0.919 -1.163 0.2078
H -2.699 2.353 -2.214 0.1423
H -4.085 1.728 -3.113 0.4426
H -2.944 0.618 -2.351 0.2280
H -4.113 3.690 -0.465 0.2836
H -5.654 2.999 0.067 0.3660
H -5.390 3.362 -1.636 0.4091
H -2.626 -4.331 1.102 0.4272
H -1.936 -5.221 -1.390 0.4451
H -1.331 -3.424 -3.631 0.2962
H 1.081 -1.780 -2.729 0.0883
H -0.416 -1.126 -3.401 0.1382
H 0.611 -2.137 -4.390 0.4579
H 1.268 -4.313 -2.302 0.2141
H 0.824 -4.576 -3.992 0.4110
H -0.076 -5.382 -2.705 0.3673
N 2.632 2.668 2.121 0.0895
C 1.909 1.658 1.627 -1.6217
N 1.755 1.696 0.312 0.6186
C 2.468 2.860 -0.071 0.3206
C 2.708 3.394 -1.334 -0.4252
C 3.442 4.562 -1.401 -0.6842
C 3.952 5.186 -0.253 -0.4590
C 3.749 4.650 1.003 -1.1867
C 3.006 3.478 1.058 0.6978
H 2.868 2.791 3.091 0.2458
H 1.504 0.877 2.254 0.8028
H 2.284 2.928 -2.209 0.3949
H 3.622 5.014 -2.368 0.4122
H 4.524 6.098 -0.355 0.3938
H 4.157 5.114 1.891 0.4244
Cl -0.696 2.774 2.073 -0.3232
Si -0.542 2.182 0.090 0.4922
Cl -0.654 3.944 -0.892 -0.2583
Cl 0.339 1.103 -2.339 -0.6203
```

Its total charge is 0. The value obtained for the energy is -3225.56191 Ha. The frontier orbital gap is 0.2912 Eh. The calculation puts the relative energy (zero: lowest compared OMol25 entry of this formula, charge and spin) at 85.91 kcal per mole.

***

4.
A structure of composition CH4IO2PS, computed with wB97M-V/def2-TZVPD.

Structure (XYZ):
```
10
Properties=species:S:1:pos:R:3:mulliken_charge:R:1
C 0.814 -1.161 0.436 -0.5743
O 0.794 1.649 -0.641 -0.3126
O -0.186 -0.189 0.662 -0.1563
P -0.621 0.968 -0.325 0.3963
S -0.041 2.915 0.274 -0.0171
I -3.180 -0.815 0.015 -0.3410
H 1.645 -0.661 -0.058 0.3011
H 0.336 -1.888 -0.151 0.2959
H 1.103 -1.509 1.387 0.2205
H -0.663 0.690 -1.599 0.1875
```

Its total charge is 0. The value obtained for the energy is -1228.12002 Ha. The frontier orbital gap (spin up / spin down) is 0.2236 / 0.2242 Eh. The calculation puts the relative energy (zero: lowest compared OMol25 entry of this formula, charge and spin) at 41.19 kcal per mole.

***

5.
An isolated molecule of C3H2BrClO, computed with wB97M-V/def2-TZVPD.

Structure (XYZ):
```
8
Properties=species:S:1:pos:R:3:mulliken_charge:R:1
O 2.211 -0.227 -1.454 -0.4027
C 1.043 -0.307 -1.606 0.6030
Br 0.296 -0.665 -3.347 -0.1803
C -0.154 0.104 -0.541 -0.3794
C 0.097 0.384 0.755 -0.1469
Cl -1.096 0.402 2.031 -0.1358
H -1.085 -0.168 -0.992 0.3273
H 1.203 0.315 0.970 0.3149
```

Its total charge is 0. The value obtained for the energy is -3224.91883 Ha. The frontier orbital gap is 0.3699 Eh. The calculation puts the relative energy (zero: lowest compared OMol25 entry of this formula, charge and spin) at 5.83 kcal per mole.

***

6.
A structure of composition C21H15ClIN9ORbSSe, computed with wB97M-V/def2-TZVPD.

Structure (XYZ):
```
51
Properties=species:S:1:pos:R:3:mulliken_charge:R:1
Rb -0.408 -0.209 -1.142 1.0167
Cl 4.427 -6.436 -0.796 -0.3127
C 3.129 -5.266 -0.917 0.5250
C 2.362 -5.244 -2.058 -0.5220
C 1.327 -4.329 -2.176 -0.2355
I 0.169 -4.264 -3.934 -0.0329
C 0.967 -3.389 -1.178 0.3724
O -0.004 -2.602 -1.285 -0.8053
C 1.841 -3.404 -0.003 -0.3170
N 1.598 -2.468 0.937 -0.0887
C 2.332 -2.449 2.023 0.3571
C 3.364 -3.369 2.273 -0.8982
C 3.646 -4.315 1.328 -0.7046
C 2.897 -4.356 0.131 0.4921
H 2.566 -5.947 -2.853 0.3931
H 2.110 -1.670 2.747 0.0211
H 3.919 -3.317 3.201 0.3809
H 4.437 -5.038 1.477 0.3676
S -0.049 -0.504 4.615 -0.1835
C 1.110 0.579 3.957 -0.3989
C 0.807 0.849 2.661 -0.5661
N -0.319 0.231 2.185 0.1730
C -0.862 -0.514 3.084 -0.2607
H 1.932 0.934 4.555 0.4152
H 1.378 1.484 1.998 0.4099
H -1.754 -1.104 2.931 0.3853
N 0.242 2.542 -0.292 -0.5421
C -0.476 3.088 0.421 -0.1811
C -1.340 3.803 1.310 0.8304
C -2.571 4.266 0.846 0.1171
C -3.395 4.979 1.699 -0.6851
C -2.999 5.223 3.007 -0.2921
C -1.777 4.753 3.470 -0.6498
C -0.942 4.044 2.625 -0.2534
H -2.866 4.067 -0.177 0.0694
H -4.350 5.343 1.343 0.4246
H -3.645 5.784 3.670 0.3743
H -1.482 4.940 4.495 0.3713
H 0.011 3.671 2.975 0.4064
N -2.507 0.674 -4.666 -0.5189
N -1.164 0.423 -4.710 1.0931
N -0.596 -0.138 -5.750 -0.9254
C 0.663 -0.248 -5.326 -0.1209
N 0.823 0.218 -4.088 -0.3563
N -0.360 0.651 -3.708 -0.1368
H -2.830 0.980 -5.569 0.2731
H -2.726 1.341 -3.931 0.1559
H 1.446 -0.681 -5.923 0.4350
Se -3.902 3.360 -2.653 -0.4277
C -3.299 1.977 -1.707 0.1812
N -2.882 1.060 -1.121 -0.6256
```

Its total charge is -1. The value obtained for the energy is -4958.96606 Ha. The frontier orbital gap is 0.2285 Eh.

***

7.
A structure of composition C6H24MgN12O6, computed with wB97M-V/def2-TZVPD.

Structure (XYZ):
```
49
Properties=species:S:1:pos:R:3:mulliken_charge:R:1
Mg 17.657 -6.626 -14.736 1.6539
C 14.594 -6.888 -14.538 0.3215
O 15.764 -6.798 -14.171 -0.5108
N 13.691 -5.886 -14.627 -0.3662
N 14.113 -7.988 -15.169 -0.3101
H 12.772 -5.942 -15.027 0.1898
H 13.987 -4.944 -14.426 0.2119
H 13.208 -7.962 -15.600 0.1912
H 14.782 -8.720 -15.348 0.2081
C 18.429 -6.097 -11.848 0.6455
O 18.394 -6.697 -12.916 -0.4601
N 19.346 -5.163 -11.537 -0.3667
N 17.507 -6.299 -10.856 -0.4728
H 19.169 -4.728 -10.647 0.1589
H 20.201 -4.977 -12.025 0.2177
H 17.356 -5.681 -10.076 0.1821
H 16.737 -6.918 -11.052 0.2378
C 20.563 -6.539 -15.108 0.3964
O 19.441 -6.618 -15.655 -0.5285
N 21.103 -7.444 -14.256 -0.2647
N 21.427 -5.502 -15.214 -0.4187
H 20.808 -8.406 -14.314 0.2198
H 21.987 -7.237 -13.836 0.1868
H 22.200 -5.414 -14.584 0.1484
H 21.236 -4.747 -15.854 0.2572
C 17.912 -9.522 -15.570 0.5885
O 17.753 -8.531 -14.850 -0.3637
N 18.677 -9.632 -16.696 -0.4384
N 17.340 -10.680 -15.265 -0.3963
H 19.311 -10.415 -16.763 0.2575
H 19.133 -8.841 -17.125 0.2289
H 16.795 -10.733 -14.419 0.2547
H 17.591 -11.559 -15.684 0.1926
C 16.523 -6.252 -17.704 0.3689
O 16.971 -6.682 -16.645 -0.1858
N 15.205 -6.213 -17.999 -0.3469
N 17.261 -5.977 -18.820 -0.4377
H 14.898 -5.940 -18.915 0.1613
H 14.561 -6.390 -17.248 0.2172
H 18.265 -6.035 -18.803 0.2125
H 16.844 -5.393 -19.524 0.2034
C 17.785 -3.499 -15.073 0.5504
O 17.435 -4.668 -14.805 -0.7654
N 19.009 -3.077 -14.668 -0.3536
N 17.057 -2.622 -15.711 -0.4132
H 19.635 -3.560 -14.054 0.1502
H 19.053 -2.079 -14.801 0.1855
H 17.421 -1.805 -16.172 0.1810
H 16.069 -2.770 -15.836 0.2202
```

Its total charge is +2. The value obtained for the energy is -1551.58258 Ha. The frontier orbital gap is 0.3981 Eh. The calculation puts the relative energy (zero: lowest compared OMol25 entry of this formula, charge and spin) at 32.48 kcal per mole.

***

8.
A cluster of 2 separate species, C4H14N2O in total, computed with wB97M-V/def2-TZVPD.

Structure (XYZ):
```
21
Properties=species:S:1:pos:R:3:mulliken_charge:R:1
N 1.754 1.835 0.696 -0.5803
C 2.295 0.442 0.707 -0.6850
C 1.265 -0.662 0.892 -0.4819
C 0.546 -1.108 -0.400 -0.5601
C -0.456 -0.054 -0.864 -0.1022
N -1.068 -0.442 -2.148 -0.5725
H 2.489 2.489 0.932 0.2568
H 1.092 1.924 1.455 0.1914
H 3.032 0.444 1.511 0.3876
H 2.886 0.347 -0.212 0.3138
H 0.583 -0.207 1.623 0.2591
H 1.774 -1.551 1.271 0.2779
H 1.331 -1.020 -1.160 0.2373
H 0.173 -2.125 -0.299 0.4337
H -0.024 0.945 -0.825 0.3229
H -1.271 0.072 -0.130 -0.1056
H -1.934 -0.002 -2.338 0.2255
H -1.098 -1.451 -2.170 0.2034
O -4.652 0.003 0.825 -0.6586
H -3.699 0.081 0.692 0.3254
H -5.017 0.041 -0.056 0.3116
```

Its total charge is 0. The value obtained for the energy is -345.52040 Ha. The frontier orbital gap is 0.3556 Eh. The calculation puts the relative energy (zero: lowest compared OMol25 entry of this formula, charge and spin) at 35.00 kcal per mole.

***

- Which formula does entry 6 have?
  C21H15ClIN9ORbSSe

***

Repeat the first record exactly.
A cluster of 15 separate species, C2H34O14S2 in total, computed with wB97M-V/def2-TZVPD.

Structure (XYZ):
```
52
Properties=species:S:1:pos:R:3:mulliken_spin:R:1
C 0.987 -0.568 3.962 0.0202
S 0.166 -2.139 3.619 0.0028
S -1.780 -1.996 3.962 0.0041
C -2.618 -2.915 2.690 0.0043
H 0.224 0.207 3.990 -0.0117
H 1.536 -0.750 4.864 -0.0018
H 1.626 -0.180 3.146 0.0051
H -3.095 -2.390 1.858 0.0047
H -1.927 -3.598 2.201 0.0022
H -3.387 -3.549 3.072 -0.0021
H -2.569 2.077 -0.011 -0.0231
H -3.074 2.190 -1.527 -0.0250
O -3.302 1.899 -0.622 0.1534
H -2.278 2.413 -4.735 0.0164
H -1.228 2.962 -3.654 0.0624
O -2.112 2.564 -3.807 0.0323
H 3.909 0.494 1.881 0.0057
H 3.435 1.924 1.994 -0.0188
O 3.342 1.094 2.497 0.1106
H 0.846 -3.988 -2.092 -0.0065
H 1.637 -2.621 -2.243 -0.0142
O 1.424 -3.329 -1.629 0.0568
H -5.021 0.349 3.122 -0.0018
H -5.395 0.625 1.722 -0.0016
O -4.941 1.027 2.457 0.0119
H -0.560 -0.482 -4.627 -0.0201
H 0.217 -0.231 -3.203 0.0264
O -0.211 -0.894 -3.829 0.1094
H 0.104 1.743 -1.848 0.2965
H 0.261 3.191 -2.141 -0.1013
O 0.740 2.363 -2.307 -0.1486
H 0.040 -3.358 -0.195 -0.0021
H -1.566 -3.549 -0.201 -0.0037
O -0.721 -3.967 -0.066 0.0216
H 4.439 0.389 -2.920 -0.0637
H 3.290 0.272 -3.979 -0.0519
O 3.765 -0.181 -3.282 0.2408
H 3.963 -2.075 -0.345 -0.0063
H 3.842 -3.444 0.285 -0.0015
O 4.476 -2.861 -0.129 0.0232
H 3.343 2.565 -0.950 0.0535
H 4.204 3.602 -0.146 -0.0384
O 3.728 2.765 -0.064 0.0399
H -5.208 -0.654 -0.208 -0.0031
H -3.981 0.224 0.007 0.0013
O -4.449 -0.556 0.379 0.0226
H 0.252 0.880 1.540 -0.0801
H 0.451 -0.649 1.029 -0.0303
O 0.133 0.270 0.811 0.3869
H 1.370 4.361 0.572 0.0386
H 0.995 4.382 -0.876 -0.0575
O 0.675 4.095 -0.024 -0.0381
```

Its expectation value of S² is 0.75. The spin multiplicity is 2. Its total charge is -1. The value obtained for the energy is -1946.25929 Ha. The frontier orbital gap (spin up / spin down) is 0.1023 / 0.2961 Eh.

***

- What is the formula in the seventh record?
  C6H24MgN12O6

***

- What is the total charge in the third record?
  0